ORCA calculation (wB97M-V/def2-TZVPD) on C26H55As2N3O3RuSi2 as an isolated structure.

Results
- Charge: +1
- Electronic energy: -178475.527 eV
- Expectation value of S²: 0.941
- Spin multiplicity: 2

Geometry as XYZ:
```
92
C26H55As2N3O3RuSi2 wB97M-V/def2-TZVPD
Ru 0.15 -0.02 0.25
C 4.43 3.96 -0.34
N 3.03 3.60 -0.18
C 2.14 4.70 0.18
C 2.55 2.36 -0.23
O 1.36 2.10 -0.04
C 3.51 1.22 -0.54
O 2.80 0.03 -0.31
C 3.55 -1.13 -0.55
C 2.74 -2.31 -0.06
O 1.63 -2.14 0.45
N 3.31 -3.51 -0.19
C 4.63 -3.69 -0.78
C 2.63 -4.70 0.31
H 4.85 4.27 0.62
H 4.51 4.80 -1.03
H 5.02 3.14 -0.73
H 2.35 5.02 1.20
H 1.11 4.36 0.11
H 2.30 5.54 -0.50
H 4.39 1.26 0.11
H 3.85 1.27 -1.58
H 4.51 -1.09 -0.01
H 3.77 -1.23 -1.63
H 4.70 -3.21 -1.75
H 4.80 -4.76 -0.92
H 5.43 -3.30 -0.13
H 1.61 -4.44 0.57
H 3.14 -5.10 1.19
H 2.61 -5.46 -0.47
C -4.37 3.63 -1.41
Si -3.73 1.85 -1.36
C -5.01 0.74 -0.53
C -3.36 1.26 -3.11
As -1.65 1.79 -0.21
Si -2.20 2.54 1.94
C -2.80 0.97 2.84
C -3.58 3.83 2.08
C -0.66 3.31 2.73
H -5.12 3.74 -2.20
H -3.57 4.34 -1.60
H -4.85 3.90 -0.46
H -5.92 0.66 -1.13
H -5.30 1.13 0.45
H -4.61 -0.27 -0.39
H -4.26 1.22 -3.72
H -2.93 0.25 -3.07
H -2.63 1.91 -3.60
H -3.70 0.61 2.34
H -3.03 1.13 3.89
H -2.05 0.19 2.75
H -4.56 3.40 1.82
H -3.40 4.68 1.42
H -3.64 4.20 3.10
H 0.22 2.71 2.52
H -0.76 3.41 3.82
H -0.50 4.31 2.32
C 1.34 -2.71 -2.75
N 0.36 -2.26 -3.71
C -0.34 -3.37 -4.33
C -0.51 -1.20 -3.21
C -1.45 -1.62 -2.09
C -2.67 -2.22 -2.40
C -3.52 -2.67 -1.39
C -3.14 -2.56 -0.07
C -1.92 -1.96 0.25
C -1.08 -1.47 -0.76
H 2.06 -3.37 -3.25
H 0.90 -3.26 -1.90
H 1.86 -1.84 -2.36
H 0.38 -4.02 -4.83
H -1.04 -2.99 -5.08
H -0.91 -3.98 -3.61
H -1.08 -0.82 -4.06
H 0.14 -0.40 -2.84
H -2.97 -2.32 -3.43
H -4.47 -3.11 -1.65
H -3.77 -2.96 0.72
H -1.61 -1.94 1.29
C 0.29 0.51 4.38
As 0.69 -0.44 2.72
C 2.63 -0.51 2.99
C 0.25 -2.23 3.37
H 0.55 -0.15 5.21
H -0.76 0.78 4.46
H 0.88 1.42 4.44
H 2.83 -0.61 4.05
H 3.10 0.39 2.62
H 3.04 -1.37 2.47
H 0.82 -2.42 4.28
H 0.49 -2.98 2.62
H -0.82 -2.29 3.60
```

---

ORCA calculation (wB97M-V/def2-TZVPD) on one molecule with the formula C2H3NOS.

Results
- SMILES: C=NOC=S
- Charge: 0
- Electronic energy: -16490.822 eV
- Energy above the lowest of the compared OMol25 structures with the same formula, charge and spin: 4.376 eV

Geometry as XYZ:
```
8
C2H3NOS wB97M-V/def2-TZVPD
C 1.70 -0.56 0.05
C -1.62 0.57 0.02
H 2.86 -0.21 0.13
H 1.09 -1.59 0.07
H -1.39 1.65 0.46
N 0.90 0.57 -0.31
O -0.46 -0.15 -0.30
S -3.07 -0.27 -0.12
```

---

ORCA calculation (wB97M-V/def2-TZVPD) on a 5-piece molecular cluster, C22H32O13 overall.

Results
- SMILES: O=CCC(=O)OCCC(=O)O.O=C1CCCO1.O=C1CCCO1.O=C1CCCO1.O=C1CCCO1
- Charge: 0
- Electronic energy: -49950.751 eV

Geometry as XYZ:
```
67
C22H32O13 wB97M-V/def2-TZVPD
O -4.85 1.44 0.09
C -3.79 1.46 -0.39
C -2.61 0.87 0.32
C -1.96 -0.20 -0.52
O -2.32 -0.38 -1.60
O -0.99 -0.91 0.06
C 0.15 -1.10 -0.80
C 0.80 0.25 -1.13
C 2.27 0.14 -1.36
O 2.72 -0.33 -2.31
O 3.10 0.64 -0.42
H -3.68 1.97 -1.36
H -2.95 0.39 1.23
H -1.90 1.64 0.62
H 0.82 -1.77 -0.28
H -0.16 -1.61 -1.70
H 0.33 0.63 -2.02
H 0.57 0.92 -0.31
H 2.71 1.46 -0.08
O 5.46 1.76 0.46
C 6.30 1.45 -0.32
O 7.63 1.52 -0.04
C 8.39 1.19 -1.22
C 7.45 0.36 -2.08
C 6.09 0.96 -1.74
H 8.70 2.11 -1.71
H 9.28 0.63 -0.92
H 7.70 0.40 -3.14
H 7.48 -0.68 -1.76
H 5.85 1.82 -2.37
H 5.29 0.23 -1.78
O 2.49 5.43 -0.21
C 3.63 5.60 0.12
O 4.66 5.62 -0.76
C 5.91 5.73 -0.05
C 5.55 6.33 1.30
C 4.15 5.77 1.54
H 6.34 4.73 0.04
H 6.59 6.36 -0.62
H 6.27 6.08 2.08
H 5.51 7.42 1.22
H 4.18 4.79 2.02
H 3.52 6.45 2.10
O -0.31 -4.72 1.14
C -1.49 -4.49 1.07
O -2.15 -4.35 -0.10
C -3.52 -3.96 0.15
C -3.81 -4.41 1.57
C -2.44 -4.27 2.23
H -3.60 -2.88 0.03
H -4.16 -4.44 -0.57
H -4.60 -3.84 2.05
H -4.11 -5.46 1.57
H -2.28 -3.26 2.62
H -2.27 -5.00 3.01
O -6.31 -4.71 -0.40
C -7.14 -3.98 0.07
O -7.23 -3.73 1.40
C -8.38 -2.91 1.67
C -8.68 -2.20 0.36
C -8.23 -3.24 -0.67
H -9.20 -3.55 1.99
H -8.14 -2.22 2.48
H -9.72 -1.90 0.26
H -8.06 -1.31 0.27
H -9.03 -3.94 -0.91
H -7.84 -2.78 -1.57
```

---

ORCA calculation (wB97M-V/def2-TZVPD) on CHF2NO3 as an isolated structure.

Results
- Charge: 0
- Electronic energy: -14116.040 eV
- Energy above the lowest of the compared OMol25 structures with the same formula, charge and spin: 2.207 eV

Geometry as XYZ:
```
8
CHF2NO3 wB97M-V/def2-TZVPD
C 0.07 -0.46 0.27
N 0.42 1.03 0.14
O 1.55 1.36 0.42
O -0.50 1.68 -0.22
O -1.14 -0.86 0.25
F 0.54 -0.81 -1.39
F 0.91 -1.07 1.04
H -1.85 -0.88 -0.51
```

---

ORCA calculation (wB97M-V/def2-TZVPD) on C33H56BGeIrN6PS3 as an isolated structure.

Results
- Charge: +2
- Electronic energy: -145884.594 eV
- Expectation value of S²: 0.833
- Spin multiplicity: 2

Geometry as XYZ:
```
102
C33H56BGeIrN6PS3 wB97M-V/def2-TZVPD
Ir 0.56 0.18 0.96
C 1.76 4.52 -0.19
C 0.54 5.01 -0.96
C 0.99 5.96 -2.08
C -0.39 5.74 0.03
N -0.24 3.92 -1.57
C -1.38 4.19 -2.28
C -1.90 3.02 -2.70
N -1.10 2.01 -2.26
B -1.57 0.56 -2.47
N -2.68 0.28 -1.42
C -3.89 -0.19 -1.85
C -4.77 -0.10 -0.84
N -4.12 0.42 0.24
C -2.83 0.63 -0.13
S -1.64 1.35 0.88
C -4.75 0.73 1.54
C -4.66 2.23 1.81
C -6.23 0.33 1.50
C -4.06 -0.07 2.63
N -0.43 -0.49 -2.49
C 0.73 -0.30 -3.18
C 1.35 -1.50 -3.34
N 0.55 -2.45 -2.78
C -0.53 -1.81 -2.26
S -1.83 -2.54 -1.47
C 0.73 -3.91 -2.86
C 2.05 -4.23 -3.57
C -0.43 -4.50 -3.66
C 0.78 -4.50 -1.45
C -0.09 2.57 -1.57
S 1.25 1.66 -1.00
H 2.22 5.37 0.29
H 2.49 4.07 -0.86
H 1.47 3.81 0.58
H 1.59 6.75 -1.64
H 0.15 6.42 -2.58
H 1.60 5.44 -2.81
H 0.17 6.53 0.52
H -0.76 5.05 0.78
H -1.23 6.20 -0.48
H -1.73 5.18 -2.45
H -2.77 2.84 -3.30
H -2.08 0.50 -3.54
H -4.03 -0.54 -2.85
H -5.81 -0.37 -0.83
H -5.08 2.81 0.99
H -3.62 2.54 1.96
H -5.21 2.46 2.72
H -6.79 0.91 0.78
H -6.66 0.51 2.48
H -6.35 -0.73 1.29
H -2.99 0.16 2.68
H -4.19 -1.14 2.45
H -4.50 0.18 3.60
H 1.03 0.66 -3.54
H 2.28 -1.71 -3.82
H 2.05 -3.87 -4.59
H 2.17 -5.31 -3.60
H 2.89 -3.81 -3.03
H -0.50 -4.03 -4.64
H -1.38 -4.36 -3.15
H -0.28 -5.56 -3.80
H 1.61 -4.07 -0.89
H 0.92 -5.57 -1.52
H -0.14 -4.32 -0.91
C 3.53 2.41 2.06
P 2.79 0.73 1.91
C 3.28 0.05 3.54
C 3.94 -0.06 0.73
C 4.56 -1.27 1.00
C 5.42 -1.83 0.08
C 5.63 -1.22 -1.15
C 5.00 -0.02 -1.43
C 4.17 0.56 -0.50
H 3.53 2.92 1.11
H 4.56 2.29 2.40
H 2.98 3.00 2.79
H 4.36 0.15 3.66
H 3.00 -1.00 3.61
H 2.78 0.61 4.32
H 4.41 -1.77 1.95
H 5.94 -2.75 0.31
H 6.29 -1.67 -1.87
H 5.17 0.47 -2.38
H 3.71 1.51 -0.71
C 0.80 -4.36 3.23
Ge -0.18 -2.63 3.06
C 0.39 -1.41 4.54
C -2.13 -2.96 3.27
C 0.25 -1.95 1.20
H 0.62 -4.75 4.23
H 1.87 -4.23 3.10
H 0.44 -5.09 2.51
H -0.36 -1.43 5.31
H 0.51 -0.38 4.20
H 1.32 -1.76 4.97
H -2.25 -3.84 3.90
H -2.63 -3.15 2.33
H -2.61 -2.13 3.77
H -0.58 -2.30 0.58
H 1.16 -2.45 0.85
```

---

ORCA calculation (wB97M-V/def2-TZVPD) on a 2-piece molecular cluster, C3H11NOS overall.

Results
- SMILES: CSC.NCO
- Charge: 0
- Electronic energy: -17660.648 eV
- Energy above the lowest of the compared OMol25 structures with the same formula, charge and spin: 1.774 eV

Geometry as XYZ:
```
17
C3H11NOS wB97M-V/def2-TZVPD
C 2.23 1.12 1.36
S 3.35 -0.25 0.90
C 2.38 -0.83 -0.62
H 2.90 1.92 1.86
H 1.88 1.58 0.30
H 1.43 0.76 2.13
H 2.53 -1.94 -0.46
H 2.81 -0.30 -1.49
H 1.40 -0.65 -0.42
N -2.08 0.82 -0.77
C -2.41 -0.56 -0.42
O -3.82 -0.82 -0.47
H -1.99 1.45 0.00
H -2.75 1.21 -1.46
H -2.12 -0.71 0.66
H -1.80 -1.14 -1.13
H -3.95 -1.65 0.03
```

---

ORCA calculation (wB97M-V/def2-TZVPD) on C18H12AsCrN3S4 as an isolated structure.

Results
- Charge: -1
- Electronic energy: -155938.231 eV
- Expectation value of S²: 3.818
- Energy above the lowest of the compared OMol25 structures with the same formula, charge and spin: 0.454 eV
- Spin multiplicity: 4

Geometry as XYZ:
```
39
C18H12AsCrN3S4 wB97M-V/def2-TZVPD
Cr 0.27 1.14 -0.50
C -3.55 1.78 -2.22
C -2.23 1.96 -1.84
N -1.51 1.01 -1.23
C -2.10 -0.18 -0.97
C -3.45 -0.44 -1.30
C -4.18 0.59 -1.94
C -4.00 -1.68 -0.96
C -3.23 -2.62 -0.31
C -1.90 -2.38 0.00
C -1.29 -1.17 -0.32
N -0.02 -0.73 -0.10
C 1.04 -1.35 0.51
C 1.13 -2.61 1.09
C 2.31 -3.04 1.69
C 3.43 -2.26 1.73
C 3.40 -0.97 1.16
C 4.50 -0.08 1.19
C 4.36 1.17 0.64
C 3.15 1.54 0.07
N 2.09 0.73 0.03
C 2.21 -0.52 0.56
H -4.07 2.59 -2.70
H -1.74 2.90 -2.02
H -5.22 0.44 -2.20
H -5.04 -1.89 -1.20
H -3.67 -3.56 -0.02
H -1.36 -3.17 0.50
H 0.29 -3.28 1.11
H 2.32 -4.02 2.15
H 4.33 -2.60 2.20
H 5.43 -0.38 1.67
H 5.18 1.88 0.65
H 3.02 2.53 -0.33
S -1.74 4.98 0.58
As 0.00 3.82 0.69
S -0.41 1.79 1.59
S 0.70 3.24 -1.36
S 1.54 4.80 1.71
```

---

ORCA calculation (wB97M-V/def2-TZVPD) on C2HFO2Tb as an isolated structure.

Results
- Charge: +1
- Electronic energy: -31325.506 eV
- Expectation value of S²: 13.030
- Energy above the lowest of the compared OMol25 structures with the same formula, charge and spin: 0.136 eV
- Spin multiplicity: 7

Geometry as XYZ:
```
7
C2HFO2Tb wB97M-V/def2-TZVPD
C 0.42 0.60 -0.29
C -0.80 1.04 -0.15
O -1.73 1.79 -0.04
O 0.81 -0.77 -0.12
H -0.15 -1.46 0.15
Tb 2.74 0.37 0.07
F -1.29 -1.57 0.37
```

---

ORCA calculation (wB97M-V/def2-TZVPD) on C20H24FN6O3RuS as an isolated structure.

Results
- Charge: +2
- Electronic energy: -52335.589 eV
- Expectation value of S²: 0.756
- Energy above the lowest of the compared OMol25 structures with the same formula, charge and spin: 0.121 eV
- Spin multiplicity: 2

Geometry as XYZ:
```
56
C20H24FN6O3RuS wB97M-V/def2-TZVPD
Ru -0.69 -2.09 0.08
C -3.00 4.77 -0.72
C -2.14 4.50 0.51
C -1.15 5.60 0.83
C -0.14 5.76 -0.30
C 0.47 4.43 -0.67
C 1.67 4.37 -1.33
C 2.25 3.14 -1.66
F 3.41 3.15 -2.30
C 1.67 1.96 -1.31
C 0.45 1.98 -0.63
C -0.19 0.76 -0.24
O 0.34 -0.39 -0.52
C -1.40 0.86 0.46
C -1.97 2.08 0.69
N -1.39 3.22 0.33
C -0.17 3.21 -0.32
C -1.96 -0.48 0.82
O -2.65 -1.12 -0.02
O -1.42 -1.10 1.81
H -3.53 5.71 -0.60
H -3.74 3.98 -0.86
H -2.39 4.83 -1.62
H -2.78 4.34 1.38
H -0.64 5.37 1.76
H -1.70 6.53 0.98
H 0.66 6.44 0.00
H -0.61 6.20 -1.18
H 2.19 5.28 -1.61
H 2.15 1.02 -1.56
H -2.93 2.17 1.19
N -1.70 -3.82 0.71
N -1.76 -4.84 -0.28
C -1.47 -4.56 -1.55
N -1.67 -5.49 -2.47
S -0.89 -3.01 -2.00
H -1.28 -4.23 1.54
H -2.65 -3.52 0.94
H -2.21 -5.70 -0.01
H -2.09 -6.38 -2.27
H -1.43 -5.30 -3.43
C 4.62 -2.97 -0.35
C 3.30 -3.09 0.32
C 2.95 -3.66 1.54
C 1.57 -3.51 1.67
N 1.10 -2.88 0.58
N 2.17 -2.63 -0.21
C 0.71 -3.89 2.82
H 4.88 -3.90 -0.85
H 5.40 -2.75 0.38
H 4.61 -2.18 -1.10
H 3.61 -4.11 2.26
H 2.05 -2.10 -1.06
H 1.29 -3.87 3.74
H 0.33 -4.91 2.72
H -0.11 -3.18 2.95
```

---

ORCA calculation (wB97M-V/def2-TZVPD) on one molecule with the formula C21H25N3O3.

Results
- SMILES: COc1ccc(NC(=O)CN(C)CC(=O)Nc2ccc3c(c2)CCC3)cc1
- Charge: 0
- Electronic energy: -32796.424 eV
- Energy above the lowest of the compared OMol25 structures with the same formula, charge and spin: 0.920 eV

Geometry as XYZ:
```
52
C21H25N3O3 wB97M-V/def2-TZVPD
C 3.85 4.45 -4.47
H 4.39 5.13 -5.13
O 4.78 4.04 -3.50
C 4.38 3.17 -2.54
C 3.10 2.64 -2.42
C 2.80 1.76 -1.39
C 3.77 1.40 -0.47
C 5.05 1.94 -0.58
C 5.35 2.81 -1.60
H 6.34 3.23 -1.70
H 5.81 1.66 0.13
N 3.52 0.51 0.59
C 2.37 -0.14 0.92
O 1.33 -0.06 0.31
C 2.50 -1.00 2.18
N 1.38 -1.91 2.23
C 1.65 -3.23 1.71
H 2.08 -3.15 0.71
H 0.71 -3.77 1.63
H 2.33 -3.81 2.35
C 0.49 -1.88 3.35
C -0.98 -1.87 2.89
O -1.87 -2.32 3.59
N -1.12 -1.29 1.68
C -2.27 -1.08 0.92
C -2.11 -0.45 -0.31
C -3.21 -0.20 -1.12
C -4.46 -0.58 -0.69
C -4.62 -1.22 0.54
C -3.54 -1.47 1.36
H -3.66 -1.96 2.31
C -6.06 -1.55 0.78
H -6.38 -1.35 1.80
H -6.23 -2.61 0.58
C -6.80 -0.68 -0.25
H -7.72 -1.14 -0.60
H -7.06 0.28 0.21
C -5.79 -0.44 -1.38
H -5.91 0.53 -1.86
H -5.89 -1.21 -2.16
H -3.08 0.29 -2.08
H -1.12 -0.15 -0.62
H -0.25 -0.98 1.24
H 0.63 -2.73 4.04
H 0.64 -0.96 3.93
H 2.49 -0.33 3.04
H 3.46 -1.53 2.18
H 4.32 0.35 1.19
H 1.80 1.35 -1.32
H 2.33 2.90 -3.12
H 3.00 4.97 -4.02
H 3.48 3.60 -5.06
```

---

ORCA calculation (wB97M-V/def2-TZVPD) on one molecule with the formula C4H5ClS.

Results
- SMILES: CC(=S)/C=C/Cl
- Charge: 0
- Electronic energy: -27584.132 eV
- Energy above the lowest of the compared OMol25 structures with the same formula, charge and spin: 2.220 eV

Geometry as XYZ:
```
11
C4H5ClS wB97M-V/def2-TZVPD
C 1.43 0.90 -0.03
C 0.66 -0.24 -0.05
C -0.81 0.07 -0.01
C -1.70 -0.98 0.08
H 2.00 0.82 0.98
H 2.12 0.73 -1.02
H 0.81 1.82 -0.11
H -1.00 1.11 0.06
H -1.52 -2.00 0.25
S 1.22 -1.68 -0.06
Cl -3.22 -0.54 -0.08
```

---

ORCA calculation (wB97M-V/def2-TZVPD) on H2O5STl as an isolated structure.

Results
- Charge: +1
- Electronic energy: -25786.109 eV
- Energy above the lowest of the compared OMol25 structures with the same formula, charge and spin: 0.123 eV

Geometry as XYZ:
```
9
H2O5STl wB97M-V/def2-TZVPD
Tl -0.10 -2.82 1.23
S -1.16 1.06 0.00
O 0.09 1.48 -0.64
O -2.15 1.10 -1.08
O -1.11 -0.24 0.63
O -1.43 2.12 0.98
O 1.75 -1.22 -0.27
H 1.40 -0.34 -0.43
H 2.70 -1.14 -0.42
```

---

> electronic energy of number 9 (C20H24FN6O3RuS)?

-52335.589 eV

---

> Which of these has the lowest charge?

C18H12AsCrN3S4